# 1
5 unconnected molecules or ions with the total composition C38H48N5O9 in a non-equilibrium geometry. Source: the OMol25 dataset; level of theory: ωB97M-V/def2-TZVPD.

Structure (XYZ):
```
100
Properties=species:S:1:pos:R:3:lowdin_charge:R:1
C 8.5898 -1.5428 0.2657 -0.147
C 7.1684 -0.7485 0.0849 -0.267
C 6.5387 -0.8035 -1.4335 -0.180
C 5.5220 -2.0401 -1.7288 -0.296
C 6.2377 -3.5023 -1.3846 -0.093
C 4.0507 -1.9673 -1.0225 -0.232
C 3.3782 -0.4836 -0.9088 -0.102
C 3.0751 0.0588 0.6011 -0.412
C 4.3965 0.9068 1.1437 -0.056
C 1.8810 1.2208 0.4209 -0.069
N 2.5209 -0.9310 1.5808 -0.145
O 2.8809 -0.7052 2.8532 -0.056
C 2.6193 -2.3672 1.1611 -0.415
C 2.5463 -3.2723 2.5668 -0.084
C 1.2346 -2.7931 0.3293 -0.041
C 4.0027 -2.8141 0.4190 -0.089
H 9.1726 -1.6042 -0.7481 0.079
H 9.1903 -0.9784 1.1215 0.083
H 8.3317 -2.6147 0.7004 0.067
H 7.4003 0.4037 0.2942 0.110
H 6.4473 -1.1021 0.9339 0.080
H 7.4765 -0.9569 -2.1580 0.120
H 6.1350 0.2677 -1.6750 0.094
H 5.3316 -2.0692 -2.9060 0.139
H 5.3714 -4.3067 -1.4926 0.078
H 6.6418 -3.5815 -0.2896 0.066
H 7.0461 -3.7259 -2.2002 0.090
H 3.3275 -2.5993 -1.7357 0.129
H 3.9752 0.3777 -1.4655 0.121
H 2.3216 -0.5168 -1.4635 0.123
H 5.0034 1.3742 0.2283 0.092
H 3.9737 1.8520 1.7322 0.089
H 5.0774 0.3027 1.8782 0.079
H 2.1039 1.9270 -0.4857 0.096
H 0.8882 0.5831 0.2394 0.089
H 1.6889 1.8051 1.4404 0.085
H 1.6184 -2.9648 3.2370 0.100
H 2.3062 -4.3823 2.2002 0.087
H 3.5656 -3.2693 3.1429 0.089
H 0.8934 -3.8783 0.6015 0.084
H 1.3402 -2.5953 -0.8324 0.080
H 0.4126 -2.0146 0.7086 0.098
H 3.9092 -3.9548 0.1273 0.129
H 4.9801 -2.7088 1.0490 0.114
C 5.3565 -8.9610 -5.0287 -0.073
C 6.1299 -8.0619 -5.7646 -0.067
C 5.8794 -6.6909 -5.6803 0.001
C 4.8501 -6.2289 -4.8484 -0.143
C 4.0671 -7.1298 -4.1144 -0.001
C 4.3253 -8.4988 -4.2092 -0.067
N 4.5984 -4.7872 -4.7358 -0.319
O 5.3001 -4.0236 -5.4156 0.060
O 3.7019 -4.4161 -3.9647 0.047
H 5.5593 -10.0287 -5.0934 0.108
H 6.9308 -8.4299 -6.4023 0.109
H 6.4911 -6.0032 -6.2601 0.119
H 3.2620 -6.7853 -3.4688 0.119
H 3.7250 -9.2060 -3.6410 0.109
C -0.4997 3.3114 4.7572 -0.068
C -0.6533 2.7082 3.5079 -0.068
C -1.2343 3.4177 2.4550 0.000
C -1.6556 4.7381 2.6640 -0.141
C -1.5096 5.3434 3.9193 0.000
C -0.9297 4.6230 4.9654 -0.066
N -2.2438 5.4977 1.5542 -0.314
O -2.3733 4.9209 0.4642 0.047
O -2.5731 6.6730 1.7694 0.067
H -0.0410 2.7561 5.5736 0.110
H -0.3170 1.6851 3.3538 0.107
H -1.3469 2.9335 1.4873 0.117
H -1.8367 6.3658 4.0967 0.119
H -0.8092 5.0851 5.9427 0.109
C -6.3032 6.2827 -1.3351 -0.061
C -5.3273 5.3953 -0.8788 -0.056
C -5.5941 4.0256 -0.8311 0.008
C -6.8457 3.5529 -1.2490 -0.152
C -7.8300 4.4423 -1.7003 -0.015
C -7.5525 5.8102 -1.7408 -0.069
N -7.1234 2.1118 -1.2253 -0.328
O -6.2337 1.3591 -0.8016 0.060
O -8.2294 1.7300 -1.6340 0.043
H -6.0886 7.3492 -1.3758 0.110
H -4.3565 5.7713 -0.5630 0.084
H -4.8229 3.3471 -0.4731 0.115
H -8.8074 4.0896 -2.0229 0.119
H -8.3090 6.5083 -2.0924 0.109
C -11.5771 1.1226 2.4080 -0.073
C -12.0047 2.0999 3.3081 -0.071
C -11.4411 3.3769 3.2746 -0.003
C -10.4486 3.6669 2.3282 -0.138
C -10.0120 2.6855 1.4285 0.008
C -10.5811 1.4112 1.4735 -0.058
N -9.8704 5.0148 2.2713 -0.322
O -10.2695 5.8499 3.0965 0.061
O -9.0196 5.2418 1.3990 0.059
H -12.0235 0.1300 2.4342 0.107
H -12.7804 1.8669 4.0345 0.107
H -11.7853 4.1274 3.9828 0.118
H -9.2391 2.8955 0.6921 0.099
H -10.2511 0.6433 0.7772 0.111
```

Properties
- E_LUMO (spin up / spin down): -0.0327 / -0.0327 hartree
- E_tot: -2427.0568 Eh
- 2S+1: 2
- HOMO energy (spin up / spin down): -8.580 / -9.567 eV

# 2
4 unconnected molecules or ions with the total composition C38H49ClF9N2O10S4 in a non-equilibrium geometry. Source: the OMol25 dataset; level of theory: ωB97M-V/def2-TZVPD.

Structure (XYZ):
```
113
Properties=species:S:1:pos:R:3:lowdin_charge:R:1
C 3.2931 1.9694 0.2206 0.209
C 2.5852 1.8511 1.1806 -0.043
C 1.7458 1.4497 2.2765 -0.066
C 0.4799 2.0126 2.5388 -0.023
C -0.1223 3.0977 1.6930 -0.158
C 0.7824 4.3425 1.5015 -0.649
C 1.2613 4.4964 0.0372 -0.133
Cl -0.2200 5.8108 1.8687 0.625
C -0.2387 1.4789 3.6458 -0.033
C -1.6387 1.9681 4.0115 -0.085
C -2.6978 1.0005 3.4294 -0.144
C -3.1840 1.3877 2.0025 -0.119
C -3.3344 0.1061 1.1444 -0.075
C -2.0432 -0.1333 0.3483 -0.448
F -1.8371 0.9400 -0.4479 0.117
F -1.0401 -0.2640 1.2658 0.112
C -2.1966 -1.4320 -0.4744 -0.435
F -2.1691 -2.5040 0.3230 0.140
F -3.3919 -1.4552 -1.0770 0.137
S -0.8975 -1.6820 -1.8406 0.791
F -1.8371 -2.7635 -2.5388 -0.130
F -1.5206 -0.5145 -2.7010 -0.126
F 0.1373 -0.7002 -1.1288 -0.139
F -0.2173 -2.8872 -1.0347 -0.142
F 0.1647 -1.9015 -2.9940 -0.121
C 0.3324 0.4825 4.3999 -0.145
O -0.3735 -0.0104 5.4993 0.115
C -0.9264 -1.1734 5.2307 -0.291
N -1.6549 -2.0209 4.9689 0.256
N 1.5512 -0.0319 4.1351 0.121
C 2.0939 -1.1097 4.9774 -0.083
O 2.3260 -2.3136 4.2708 -0.097
O 1.4282 -2.4875 3.1949 0.023
C 2.2650 0.4402 3.0990 -0.087
C 3.6431 -0.0872 2.7889 -0.017
C 4.6614 1.0062 3.1925 -0.335
O 4.4027 1.7921 4.0680 0.137
C 5.9463 1.0277 2.4298 -0.170
C 6.4882 2.2192 1.9565 -0.019
C 7.6923 2.1852 1.2685 -0.061
C 8.3495 0.9788 1.0491 -0.066
C 7.8027 -0.2193 1.5010 -0.060
C 6.5944 -0.1841 2.1867 -0.030
H 3.9777 1.9895 -0.5980 0.063
H -0.3620 2.7086 0.6979 0.126
H -1.0552 3.4407 2.1197 0.060
H 1.6429 4.3584 2.1688 0.102
H 1.0109 3.6023 -0.5323 0.061
H 0.8942 5.4046 -0.4318 0.066
H 2.3519 4.5448 0.0329 0.068
H -1.7811 3.0032 3.7132 0.117
H -1.6863 1.9631 5.1035 0.126
H -2.2660 0.0046 3.3522 0.078
H -3.5208 0.9242 4.1431 0.130
H -2.4768 2.0846 1.5580 0.087
H -4.1527 1.8740 2.1172 0.126
H -4.1913 0.2629 0.4906 0.138
H -3.5397 -0.7394 1.8138 0.081
H 3.0530 -0.7754 5.3814 0.164
H 1.4558 -1.3212 5.8356 0.144
H 0.5278 -2.5213 3.5690 0.089
H 3.8966 -0.9820 3.3561 0.123
H 3.6807 -0.2787 1.7187 0.139
H 5.9845 3.1647 2.1259 0.125
H 8.1747 3.0810 0.8937 0.112
H 9.2985 0.9238 0.5271 0.111
H 8.2834 -1.1761 1.3377 0.111
H 6.1455 -1.1023 2.5555 0.116
C 3.2868 0.6123 -4.0335 -0.219
C 2.2775 1.0452 -5.1046 -0.203
C 1.8885 2.4993 -4.8096 -0.206
S 3.2991 3.2368 -3.9760 0.671
O 2.9113 3.5732 -2.6234 -0.341
O 3.9211 4.2026 -4.8378 -0.304
C 4.2986 1.7507 -3.9314 -0.228
H 3.7706 -0.3293 -4.2896 0.118
H 2.7748 0.4795 -3.0759 0.108
H 2.7430 0.9814 -6.0898 0.124
H 1.3998 0.4000 -5.1160 0.096
H 1.6827 3.0607 -5.7175 0.109
H 1.0352 2.5595 -4.1359 0.103
H 4.8851 1.7311 -3.0149 0.096
H 4.9596 1.7728 -4.7970 0.112
C -2.7871 -1.9372 -7.2830 -0.215
C -2.4636 -1.6768 -5.8058 -0.216
C -1.9068 -0.2513 -5.7042 -0.231
S -2.6368 0.6717 -7.0621 0.663
O -1.5877 1.0522 -7.9726 -0.317
O -3.5684 1.6357 -6.5376 -0.318
C -3.5388 -0.7018 -7.7693 -0.227
H -3.3798 -2.8413 -7.4142 0.117
H -1.8605 -2.0561 -7.8489 0.121
H -3.3775 -1.7583 -5.2129 0.120
H -1.7539 -2.4042 -5.4131 0.107
H -2.1776 0.2262 -4.7692 0.081
H -0.8253 -0.2324 -5.8324 0.089
H -3.5602 -0.6039 -8.8521 0.110
H -4.5521 -0.6718 -7.3694 0.109
C -5.2717 -5.6286 2.9904 -0.214
C -6.3077 -5.2706 1.9170 -0.208
C -6.8091 -3.8524 2.2180 -0.212
S -5.4638 -3.0175 3.0634 0.684
O -5.8732 -2.7139 4.4085 -0.306
O -4.9109 -1.9919 2.1986 -0.348
C -4.3520 -4.4166 3.1015 -0.230
H -4.7152 -6.5280 2.7319 0.118
H -5.7729 -5.8046 3.9446 0.122
H -5.8345 -5.2931 0.9330 0.117
H -7.1326 -5.9808 1.8988 0.117
H -7.0544 -3.3035 1.3120 0.104
H -7.6659 -3.8606 2.8890 0.108
H -3.7698 -4.3926 4.0201 0.103
H -3.6924 -4.3399 2.2364 0.101
```

Properties
- E_LUMO: -0.1499 hartree
- E_tot: -5290.5146 Eh
- Total charge: +1
- HOMO energy: -11.911 eV

Q: Which of these has the lowest E_tot?
A: C38H49ClF9N2O10S4

Q: The highest E_tot belongs to which entry?
A: C38H48N5O9